Density functional theory data (ωB97M-V/def2-TZVPD) for a cluster of 10 separate species, C30H46BClNO27 in total.

Calculated values
gap between HOMO and LUMO	6.11	eV
charge	-1
HOMO energy	-0.16025	hartree
energy relative to the best compared isomer or geometry (same formula, charge and spin)	0.00	kcal per mole
multiplicity	1

Each atom is followed by the atoms it is bonded to, with distances in Å.
Positions of all 106 atoms, in Å:
1 N 0.485 -0.480 0.675  B2 1.581, H7 1.019, H8 1.016
2 B 0.062 0.855 -0.061  N1 1.581, C3 1.651, H9 1.242, H10 1.252
3 C -1.127 1.678 0.737  B2 1.651, C4 1.530, H11 1.098, H12 1.094
4 C -2.183 0.771 1.372  C3 1.530, C5 1.531, H13 1.093, H14 1.097
5 C -3.066 0.139 0.294  C4 1.531, Cl6 1.807, H15 1.087, H16 1.087
6 Cl -2.938 -1.664 0.287  C5 1.807
7 H 1.143 -0.258 1.420  N1 1.019
8 H 1.039 -1.018 0.015  N1 1.016
9 H -0.353 0.535 -1.187  B2 1.242
10 H 1.063 1.596 -0.188  B2 1.252
11 H -0.723 2.390 1.470  C3 1.098
12 H -1.628 2.298 -0.012  C3 1.094
13 H -1.689 -0.038 1.916  C4 1.093
14 H -2.820 1.314 2.081  C4 1.097
15 H -4.124 0.364 0.402  C5 1.087
16 H -2.733 0.449 -0.692  C5 1.087
17 C -2.789 -5.084 0.827  C18 1.514, O22 1.439, H23 1.086, H24 1.091
18 C -4.127 -5.118 1.535  C17 1.514, O19 1.437, H25 1.091, H26 1.085
19 O -4.301 -6.522 1.786  C18 1.437, C20 1.352
20 C -3.084 -7.110 1.795  O19 1.352, O21 1.191, O22 1.349
21 O -2.879 -8.232 2.134  C20 1.191
22 O -2.138 -6.250 1.364  C17 1.439, C20 1.349
23 H -2.201 -4.195 1.037  C17 1.086
24 H -2.885 -5.212 -0.252  C17 1.091
25 H -4.103 -4.592 2.490  C18 1.091
26 H -4.951 -4.746 0.934  C18 1.085
27 C -1.918 5.124 -2.093  C28 1.514, O32 1.434, H33 1.085, H34 1.088
28 C -2.969 6.203 -2.242  C27 1.514, O29 1.433, H35 1.092, H36 1.086
29 O -4.188 5.455 -2.163  C28 1.433, C30 1.363
30 C -3.932 4.293 -1.497  O29 1.363, O31 1.190, O32 1.342
31 O -4.779 3.540 -1.135  C30 1.190
32 O -2.611 4.133 -1.322  C27 1.434, C30 1.342
33 H -1.021 5.441 -1.572  C27 1.085
34 H -1.638 4.677 -3.046  C27 1.088
35 H -2.946 6.917 -1.416  C28 1.092
36 H -2.922 6.730 -3.190  C28 1.086
37 C 0.089 0.759 5.201  C38 1.520, O42 1.439, H43 1.087, H44 1.091
38 C 1.287 -0.170 5.313  C37 1.520, O39 1.437, H45 1.087, H46 1.085
39 O 2.164 0.375 4.313  C38 1.437, C40 1.348
40 C 1.859 1.676 4.137  O39 1.348, O41 1.193, O42 1.346
41 O 2.526 2.444 3.515  C40 1.193
42 O 0.698 1.981 4.746  C37 1.439, C40 1.346
43 H -0.412 0.943 6.147  C37 1.087
44 H -0.630 0.437 4.447  C37 1.091
45 H 1.778 -0.074 6.277  C38 1.087
46 H 1.067 -1.205 5.072  C38 1.085
47 C 4.614 -0.132 1.948  C48 1.517, O52 1.437, H53 1.086, H54 1.089
48 C 5.796 -0.766 2.655  C47 1.517, O49 1.431, H55 1.092, H56 1.087
49 O 5.781 -2.101 2.139  C48 1.431, C50 1.359
50 C 5.144 -2.087 0.940  O49 1.359, O51 1.190, O52 1.344
51 O 5.123 -3.006 0.185  C50 1.190
52 O 4.556 -0.896 0.732  C47 1.437, C50 1.344
53 H 4.743 0.920 1.712  C47 1.086
54 H 3.684 -0.266 2.498  C47 1.089
55 H 6.746 -0.301 2.382  C48 1.092
56 H 5.696 -0.791 3.737  C48 1.087
57 C 3.912 4.170 7.519  C58 1.518, O62 1.434, H63 1.086, H64 1.091
58 C 3.608 3.538 6.172  C57 1.518, O59 1.439, H65 1.089, H66 1.085
59 O 3.410 2.160 6.535  C58 1.439, C60 1.352
60 C 3.044 2.108 7.835  O59 1.352, O61 1.191, O62 1.348
61 O 2.622 1.134 8.377  C60 1.191
62 O 3.217 3.306 8.428  C57 1.434, C60 1.348
63 H 3.537 5.183 7.628  C57 1.086
64 H 4.975 4.140 7.761  C57 1.091
65 H 2.690 3.912 5.720  C58 1.089
66 H 4.417 3.608 5.453  C58 1.085
67 C -2.166 5.121 -7.760  C68 1.519, O72 1.431, H73 1.086, H74 1.091
68 C -3.093 5.808 -6.771  C67 1.519, O69 1.430, H75 1.091, H76 1.086
69 O -2.396 5.626 -5.536  C68 1.430, C70 1.355
70 C -1.083 5.423 -5.799  O69 1.355, O71 1.187, O72 1.353
71 O -0.232 5.379 -4.973  C70 1.187
72 O -0.890 5.264 -7.129  C67 1.431, C70 1.353
73 H -2.139 5.589 -8.740  C67 1.086
74 H -2.386 4.057 -7.863  C67 1.091
75 H -3.186 6.877 -6.966  C68 1.091
76 H -4.079 5.359 -6.698  C68 1.086
77 C 1.090 -5.952 -1.719  C78 1.521, O82 1.435, H83 1.086, H84 1.092
78 C 1.258 -4.475 -1.397  C77 1.521, O79 1.435, H85 1.090, H86 1.086
79 O 0.210 -3.882 -2.175  C78 1.435, C80 1.339
80 C -0.742 -4.798 -2.393  O79 1.339, O81 1.191, O82 1.359
81 O -1.823 -4.589 -2.845  C80 1.191
82 O -0.312 -6.032 -2.019  C77 1.435, C80 1.359
83 H 1.320 -6.618 -0.893  C77 1.086
84 H 1.653 -6.249 -2.606  C77 1.092
85 H 1.079 -4.249 -0.346  C78 1.090
86 H 2.213 -4.057 -1.703  C78 1.086
87 C 1.773 3.941 -1.689  C88 1.514, O92 1.441, H93 1.090, H94 1.093
88 C 3.214 4.300 -1.393  C87 1.514, O89 1.437, H95 1.091, H96 1.087
89 O 3.115 5.665 -0.952  C88 1.437, C90 1.355
90 C 1.854 5.871 -0.501  O89 1.355, O91 1.193, O92 1.340
91 O 1.497 6.861 0.061  C90 1.193
92 O 1.074 4.818 -0.784  C87 1.441, C90 1.340
93 H 1.508 2.911 -1.449  C87 1.090
94 H 1.473 4.193 -2.708  C87 1.093
95 H 3.621 3.701 -0.577  C88 1.091
96 H 3.871 4.250 -2.257  C88 1.087
97 C -2.912 -8.123 -3.683  C98 1.515, O102 1.436, H103 1.085, H104 1.091
98 C -1.606 -7.848 -4.401  C97 1.515, O99 1.435, H105 1.091, H106 1.083
99 O -1.275 -9.139 -4.934  C98 1.435, C100 1.352
100 C -2.412 -9.862 -5.046  O99 1.352, O101 1.189, O102 1.351
101 O -2.498 -10.906 -5.608  C100 1.189
102 O -3.437 -9.231 -4.432  C97 1.436, C100 1.351
103 H -3.612 -7.294 -3.712  C97 1.085
104 H -2.758 -8.440 -2.650  C97 1.091
105 H -1.732 -7.150 -5.230  C98 1.091
106 H -0.820 -7.500 -3.743  C98 1.083